{"formula": "C37H63N3O21", "method": "ωB97M-V with the def2-TZVPD basis set", "elements": ["C", "C", "C", "O", "C", "O", "O", "H", "H", "H", "H", "H", "H", "C", "C", "C", "O", "C", "O", "O", "H", "H", "H", "H", "H", "H", "C", "C", "C", "O", "C", "O", "O", "H", "H", "H", "H", "H", "H", "C", "C", "C", "O", "C", "O", "O", "H", "H", "H", "H", "H", "H", "C", "O", "C", "O", "O", "C", "H", "H", "H", "H", "H", "H", "C", "O", "C", "O", "O", "C", "H", "H", "H", "H", "H", "H", "C", "O", "C", "O", "O", "C", "H", "H", "H", "H", "H", "H", "C", "C", "C", "C", "N", "H", "H", "H", "H", "H", "H", "H", "C", "C", "C", "C", "N", "H", "H", "H", "H", "H", "H", "H", "C", "C", "C", "C", "N", "H", "H", "H", "H", "H", "H", "H"], "positions_angstrom": [[1.504, 1.674, -2.325], [1.249, 2.930, -3.109], [2.232, 4.031, -2.851], [2.900, 4.033, -4.055], [2.333, 3.223, -4.960], [2.694, 3.202, -6.173], [1.410, 2.448, -4.434], [0.847, 0.885, -2.584], [1.275, 1.726, -1.217], [2.521, 1.274, -2.572], [0.275, 3.343, -2.944], [2.908, 3.962, -1.924], [1.742, 4.948, -2.640], [-6.782, -3.350, -2.187], [-5.710, -2.129, -2.242], [-5.658, -1.107, -1.182], [-4.393, -1.084, -0.588], [-3.745, -2.013, -1.114], [-2.622, -2.330, -0.673], [-4.359, -2.582, -2.204], [-6.524, -4.074, -1.418], [-6.700, -3.953, -3.128], [-7.843, -2.975, -2.122], [-5.909, -1.637, -3.212], [-6.322, -1.456, -0.377], [-5.885, -0.135, -1.541], [-1.081, 2.092, 2.889], [0.414, 2.319, 2.721], [1.034, 3.167, 3.892], [2.016, 2.316, 4.382], [2.142, 1.166, 3.728], [2.823, 0.238, 4.116], [1.247, 1.155, 2.780], [-1.652, 2.982, 3.017], [-1.206, 1.665, 3.910], [-1.563, 1.376, 2.166], [0.708, 2.745, 1.800], [0.278, 3.499, 4.621], [1.408, 4.087, 3.513], [2.676, -0.774, -4.776], [2.256, -0.056, -6.087], [3.257, -0.258, -7.182], [2.521, -1.071, -8.079], [1.291, -1.063, -7.731], [0.379, -1.374, -8.429], [1.109, -0.695, -6.551], [2.130, -0.391, -3.922], [3.751, -0.482, -4.592], [2.635, -1.879, -4.775], [2.022, 0.994, -6.067], [4.129, -0.841, -6.958], [3.655, 0.645, -7.736], [3.465, 3.588, 0.971], [3.635, 2.216, 0.912], [4.156, 1.726, -0.172], [4.976, 2.493, -1.010], [4.095, 0.408, -0.337], [4.688, -0.289, -1.387], [3.115, 3.634, 1.947], [2.662, 3.882, 0.314], [4.363, 4.236, 0.992], [5.765, -0.443, -1.181], [4.639, 0.302, -2.260], [4.237, -1.214, -1.577], [0.040, -0.827, 5.608], [-0.758, -0.891, 6.698], [-2.040, -0.857, 6.522], [-2.704, -0.880, 5.288], [-2.685, -1.096, 7.729], [-4.103, -1.442, 7.686], [-0.307, -0.022, 4.918], [0.043, -1.687, 4.947], [1.050, -0.577, 5.947], [-4.572, -0.934, 6.869], [-4.500, -1.098, 8.625], [-4.349, -2.534, 7.592], [-1.048, -1.760, -4.594], [-2.159, -1.172, -3.949], [-2.492, 0.057, -4.363], [-1.794, 0.793, -5.368], [-3.646, 0.475, -3.912], [-4.110, 1.786, -4.325], [-1.027, -2.883, -4.656], [-0.095, -1.353, -4.218], [-1.126, -1.320, -5.620], [-4.360, 1.478, -5.406], [-3.440, 2.559, -4.271], [-4.957, 1.917, -3.625], [-0.564, -1.518, 1.787], [0.909, -2.023, 1.927], [1.881, -1.480, 0.833], [1.403, -1.673, -0.618], [1.049, -1.737, -1.795], [-0.906, -0.560, 1.407], [-1.039, -1.689, 2.737], [-1.122, -2.252, 1.178], [0.832, -3.181, 1.933], [1.277, -1.747, 2.872], [2.924, -1.823, 0.958], [1.848, -0.358, 0.866], [-7.027, -1.559, 3.247], [-5.523, -1.588, 3.666], [-4.697, -1.738, 2.364], [-4.996, -2.984, 1.680], [-5.205, -3.998, 1.179], [-7.359, -0.935, 2.389], [-7.580, -1.357, 4.072], [-7.315, -2.523, 2.915], [-5.415, -2.502, 4.281], [-5.252, -0.725, 4.308], [-3.672, -1.632, 2.671], [-4.712, -0.949, 1.707], [6.900, -0.585, 1.896], [5.614, -0.147, 2.632], [5.865, 1.178, 3.233], [6.985, 1.347, 4.162], [7.868, 1.520, 4.863], [6.718, -1.544, 1.543], [7.882, -0.543, 2.291], [7.008, 0.079, 1.041], [5.443, -0.864, 3.445], [4.698, -0.016, 1.994], [4.948, 1.466, 3.698], [5.853, 1.951, 2.432]], "forces_ev_per_a": [[0.4410, -0.3927, 2.0287], [-0.8022, -2.1071, 2.3906], [0.6992, -0.3929, 1.8916], [1.6036, 0.8953, -1.4831], [2.3451, 0.4090, -5.5396], [-1.3461, -0.0755, 4.7012], [-0.2485, 1.4370, -0.2963], [-0.8816, -0.6882, -0.7881], [0.8382, 0.4066, -0.9218], [-0.6419, 0.6177, 0.6492], [-0.9418, -0.2469, -0.2881], [-0.4408, -0.8009, -1.6826], [-0.6408, 1.1770, -0.4977], [0.8782, 0.8609, -0.6720], [-0.9641, -1.7479, -2.1406], [-2.9270, 0.2692, 2.2328], [-2.0574, 2.7082, 0.8620], [6.7809, -4.4837, -0.8384], [-3.0099, 0.3639, -1.7495], [0.6744, -0.2744, 0.9012], [-0.1847, 0.3359, 0.4896], [0.0019, 0.8613, 0.5443], [1.1770, -0.2728, 0.1529], [0.4215, -0.2544, 0.2325], [-0.3251, 0.7180, -0.1213], [-0.4000, 0.9058, -0.0912], [0.2543, -2.3514, 0.8830], [0.2451, 0.8210, 1.1699], [-1.8328, -0.3062, -1.1859], [1.5835, 1.1098, 1.9712], [-0.2225, -1.2517, 2.0226], [-0.5365, 1.3797, -1.1604], [-1.2928, -1.6619, -1.7887], [-0.1540, 1.0785, -0.6282], [0.0318, -0.2512, -0.6460], [0.6304, 0.9400, 0.5992], [-0.2185, 0.7050, -1.1810], [0.3419, -0.8166, 0.2517], [0.9527, 0.6807, -0.3433], [1.4968, 1.4473, 0.0949], [1.0278, -0.4172, 2.0803], [1.4757, 0.2705, -1.7770], [2.9666, 0.0293, -1.9564], [-2.9866, -1.5316, -3.4534], [-0.8527, -0.8883, -1.3042], [-1.2513, 1.4159, 4.1112], [-0.2899, -0.2307, 0.0313], [-0.8814, -0.3485, -0.0614], [-0.2134, 0.5941, -0.4713], [0.0736, 0.2338, 0.8672], [0.4669, -0.2083, 0.7226], [-0.9049, -0.6491, 0.7971], [0.3578, 1.5562, 0.4104], [-0.0195, -2.6699, -0.6877], [7.1218, 2.7494, -6.2509], [-5.2329, -4.0381, 4.5116], [-2.0488, 1.3442, 2.5926], [2.6273, 1.1165, -0.4586], [-1.0215, 0.8228, 1.9249], [0.1361, 0.4186, -0.4925], [-0.2634, -0.7626, -0.8768], [-0.5220, 0.0672, 0.0798], [-0.0428, 0.6593, -1.1130], [-1.1209, -1.2407, 0.3100], [1.8581, 1.8354, -3.2369], [-1.8355, -0.0032, 2.2203], [-5.6742, -2.4625, -4.5755], [4.0694, 0.6670, 7.1744], [0.7777, 0.2424, -2.2561], [0.2015, -0.4506, -0.1553], [0.2815, -0.3153, 0.5282], [-0.1153, -0.6299, 0.4560], [-0.2086, -0.2724, -0.0911], [-0.2116, 0.3311, -0.4235], [-0.0601, 0.1707, 0.3049], [0.9728, 0.8503, 0.0070], [1.4112, 0.5789, -2.7061], [-1.5286, 1.6537, 0.8502], [4.0194, 2.6428, -6.2894], [-3.8527, -4.1564, 6.2619], [1.1352, -0.4397, 1.6267], [-2.6043, -3.6805, -1.8026], [-0.6350, 1.2859, 0.7002], [-0.5405, -0.4260, 0.3025], [0.4910, -0.9328, 0.4931], [-0.2318, 1.7450, 1.4678], [1.9798, 1.5063, 0.1464], [0.2000, 0.2576, -0.8858], [-0.4469, -2.1271, -0.3439], [-1.1990, -1.0991, -2.0161], [-1.1346, 0.6988, -1.0232], [-1.5986, -0.6818, -5.8406], [2.3569, 0.4557, 7.6565], [0.9375, 0.3427, -0.0500], [-0.1965, 0.3386, 0.7709], [0.3643, 0.4498, -0.1993], [0.3816, 1.8831, -0.2083], [0.8373, 0.5066, 1.1376], [-0.5756, 0.1259, -0.2216], [0.3622, -0.9265, 0.4254], [1.7728, 0.0816, -1.8303], [-1.5574, -0.0940, -0.9983], [0.6621, -0.8627, 2.7013], [0.4946, -0.3456, 0.0059], [-0.1766, 0.2875, -0.0320], [0.7393, 0.2773, 0.6945], [-2.0051, 0.8302, 2.3837], [-0.1745, -1.2521, -0.1889], [0.2502, 0.5048, -0.2769], [0.1280, -0.4071, -0.7732], [0.9192, -0.9539, 0.0334], [-1.0427, 1.9538, -1.5479], [-1.7693, 1.3932, -1.4280], [1.3414, -0.9710, 0.2995], [-0.8295, 2.1734, -0.1997], [-0.9360, -0.0968, -1.0569], [0.7202, 0.0552, 0.6391], [0.0398, -1.9257, -0.9159], [0.5481, 0.0539, 1.6033], [-0.1132, 0.0197, -0.5213], [-0.4510, 0.0891, -0.2682], [1.1215, -0.6953, 0.4460], [-0.5490, 0.2226, 1.1752], [0.9495, -0.3465, 0.2897]], "lowdin_charge": [-0.02, -0.30, -0.12, 0.10, -0.50, 0.09, 0.10, 0.05, 0.11, 0.10, 0.15, 0.14, 0.12, 0.00, -0.29, -0.11, 0.10, -0.60, 0.09, 0.09, 0.05, 0.08, 0.09, 0.15, 0.14, 0.13, 0.00, -0.26, -0.09, 0.09, -0.60, 0.14, 0.07, 0.08, 0.08, 0.09, 0.12, 0.14, 0.11, 0.00, -0.28, -0.08, 0.12, -0.73, 0.16, 0.12, 0.02, 0.09, 0.11, 0.12, 0.12, 0.16, -0.04, 0.00, -0.46, -0.04, -0.04, -0.03, 0.06, 0.10, 0.13, 0.12, 0.07, 0.08, -0.07, 0.04, -0.38, -0.06, -0.02, -0.03, 0.09, 0.10, 0.11, 0.06, 0.08, 0.11, -0.05, 0.00, -0.42, -0.07, -0.03, 0.00, 0.12, 0.06, 0.09, 0.14, 0.05, 0.10, -0.10, -0.21, -0.16, -0.13, 0.16, 0.06, 0.04, 0.06, 0.15, 0.05, 0.11, 0.10, -0.10, -0.20, -0.18, -0.22, 0.19, 0.09, 0.03, 0.05, 0.12, 0.10, 0.10, 0.08, -0.08, -0.25, -0.23, -0.21, 0.15, 0.05, 0.07, 0.07, 0.12, 0.10, 0.08, 0.13], "fmax_ha_per_bohr": 0.1919, "e_above_lowest_kj_mol": 439.0, "e_lumo_ev": -0.37, "homo_energy_ev": -9.74, "homo_lumo_gap_ha": 0.3442, "mol_weight_g_mol": 885.9}